Record 1
DFT (the ωB97M-V functional and the def2-TZVPD basis) results for a structure of composition C29H51IrN6O2Si.

```
90
Properties=species:S:1:pos:R:3:forces:R:3:mulliken_spin:R:1
Ir -0.51182 0.64400 0.60961 0.0206 -0.1717 0.1717 0.021
C 0.06667 0.61704 4.10437 -0.0360 0.1772 -0.0579 -0.005
C 1.29195 0.40842 3.24887 -0.0763 -0.0343 0.0326 0.006
N 1.15087 0.91993 1.85873 -0.0248 -0.1419 -0.2525 -0.002
C 1.61277 2.30348 1.61689 -0.0770 0.0785 0.0129 0.000
C 1.93491 2.36335 0.13840 -0.0145 -0.0446 -0.0097 0.004
N 0.84824 1.73667 -0.70177 -0.2190 -0.0838 0.1959 0.008
C 0.26446 2.80269 -1.56768 0.0421 -0.1172 -0.1130 -0.003
C -0.40518 3.89911 -0.76178 0.0557 0.0420 0.1556 0.001
C -1.77559 3.48576 -0.29136 -0.0305 -0.0156 -0.0700 0.000
N -1.76752 2.37481 0.70617 0.0583 -0.2632 -0.0235 -0.004
C -2.00364 2.71548 2.12304 -0.0495 0.0256 0.0154 -0.002
C -2.56411 1.44792 2.73784 -0.0004 0.0531 0.0270 0.000
N -1.73736 0.24383 2.40099 0.2793 0.1030 -0.2760 -0.003
C -1.06330 -0.27002 3.62850 0.0041 -0.0093 -0.0673 0.006
H -0.23648 1.66857 4.11406 0.0518 -0.0390 0.0839 0.000
H 0.31254 0.36592 5.13612 -0.0016 -0.0488 -0.0039 0.000
H 1.47088 -0.66513 3.15602 0.0618 0.0149 0.0408 -0.002
H 2.18650 0.85434 3.68563 -0.0334 0.0708 0.0117 0.001
H 1.81264 0.34932 1.32659 -0.0792 -0.0062 -0.0353 0.007
H 2.50676 2.52747 2.20249 0.0127 -0.0156 0.0075 0.000
H 0.82871 2.99934 1.91033 0.0573 0.0265 0.0162 0.000
H 2.85539 1.81833 -0.03839 -0.0223 0.1365 -0.0057 0.000
H 2.10990 3.38405 -0.19148 0.0025 0.0220 0.0316 0.000
H 1.30107 1.05787 -1.30659 0.0532 0.0564 -0.0335 -0.002
H -0.44795 2.34338 -2.25506 0.0082 0.0275 0.0120 0.001
H 1.08219 3.21549 -2.16103 -0.0029 -0.0018 -0.0403 0.000
H -0.50470 4.79187 -1.37946 -0.0285 -0.0362 -0.0616 0.000
H 0.22296 4.19369 0.08256 -0.0777 0.0987 -0.0539 0.000
H -2.32846 3.09919 -1.15021 -0.0406 0.0957 0.0285 0.000
H -2.34637 4.32226 0.11231 0.0659 0.0169 0.0918 0.000
H -2.60152 1.84434 0.44374 0.0935 0.0630 -0.0577 0.000
H -2.73084 3.52449 2.21208 -0.0083 0.0185 0.0115 0.000
H -1.07678 3.03937 2.59205 -0.0251 0.0067 -0.0078 0.000
H -3.57274 1.28396 2.34888 0.0031 -0.0043 -0.0015 0.000
H -2.65153 1.54536 3.81867 -0.0208 0.0033 0.0079 0.000
H -2.39030 -0.48153 2.11790 0.1602 0.2512 0.2816 -0.009
H -0.68206 -1.26640 3.40660 0.0398 0.0635 0.0074 -0.002
H -1.82963 -0.37110 4.39873 -0.0052 -0.0346 0.0217 0.000
C -1.97757 -3.33608 -1.00849 -0.0407 -0.0003 0.1362 0.018
Si -1.74818 -2.50108 0.65064 0.0922 -0.0594 0.0667 -0.015
C -3.33929 -1.50908 0.90464 -0.2137 -0.1820 -0.3237 0.001
C -1.77173 -3.56037 2.20020 0.0099 -0.0794 -0.0854 0.009
N -0.13418 -1.53020 0.51450 0.1608 0.1861 -0.0187 0.369
C 0.95692 -2.30506 0.28689 -0.0281 0.0358 0.0425 0.266
C 0.89405 -3.74119 0.42520 -0.1356 0.0304 -0.0092 0.081
C 1.94008 -4.58644 0.22248 0.0286 -0.0305 -0.0068 -0.003
C 3.18188 -4.07112 -0.16715 -0.0258 0.0145 0.0078 0.196
C 3.31901 -2.70798 -0.35111 -0.1050 0.2678 0.0059 -0.076
C 2.26053 -1.83656 -0.14038 0.1759 0.1559 -0.0823 0.114
O 2.40413 -0.48884 -0.35828 0.0880 -0.3681 0.0455 0.041
C 3.61087 -0.01734 -0.95422 -0.0576 -0.2910 0.0239 -0.029
C 3.63442 0.16135 -2.32288 -0.0343 -0.0426 0.0111 0.005
C 4.77621 0.70740 -2.89866 0.0185 0.0277 -0.0267 0.000
C 5.85808 1.05927 -2.10393 0.0008 0.0093 -0.0129 0.000
C 5.81080 0.86330 -0.72905 0.0037 0.0043 0.0108 0.000
C 4.67635 0.32051 -0.14030 0.0642 -0.1213 0.0206 0.004
H -2.63728 -4.19924 -0.87630 0.0219 0.0102 -0.0071 0.001
H -1.07396 -3.68553 -1.50304 0.0704 -0.0097 0.0470 0.001
H -2.50059 -2.65466 -1.68574 0.0105 0.0027 0.0141 -0.001
H -4.09470 -2.11453 0.39129 0.0206 0.0253 -0.0069 0.000
H -3.37575 -0.51911 0.45936 -0.1196 -0.0118 -0.1016 -0.001
H -3.69138 -1.46642 1.94097 -0.0599 -0.1476 -0.0497 -0.001
H -2.76576 -4.01516 2.25807 0.0007 0.0007 -0.0491 0.001
H -1.67822 -2.94140 3.09448 -0.0441 -0.0307 -0.0304 0.000
H -1.04444 -4.36316 2.29439 -0.0640 0.0103 0.0316 -0.002
H -0.02830 -4.19760 0.72775 -0.0647 0.0289 -0.0418 0.004
H 1.80930 -5.65050 0.36540 -0.0074 0.0141 -0.0074 0.004
H 4.02603 -4.72714 -0.33212 0.0015 0.0200 0.0007 -0.002
H 4.27041 -2.31597 -0.67022 0.0809 0.0934 -0.0502 0.009
H 2.79329 -0.15005 -2.93221 0.0025 -0.0011 -0.0021 0.001
H 4.82220 0.84867 -3.97021 -0.0013 -0.0064 0.0083 0.000
H 6.74507 1.47973 -2.55766 -0.0035 -0.0045 0.0042 0.000
H 6.65997 1.12794 -0.11352 -0.0044 -0.0039 -0.0009 0.000
H 4.63274 0.14061 0.92835 -0.0039 0.0136 -0.0061 0.000
C -4.13988 0.44177 -2.61106 -0.0146 -0.0245 -0.0776 0.000
N -2.81597 -0.04249 -3.01242 0.0485 0.0491 0.1067 0.001
C -2.72211 -0.51086 -4.40411 -0.0064 0.0322 -0.0417 0.000
C -1.78490 -0.05901 -2.19184 -0.0242 0.0022 -0.0845 -0.001
C -0.47444 -0.58178 -2.70221 0.0078 0.0018 0.0173 -0.053
O -1.90982 0.38702 -1.00150 -0.1167 0.0269 0.1882 0.010
H -4.88968 -0.26833 -2.95655 0.0118 0.0052 0.0115 0.000
H -4.33784 1.40778 -3.07633 0.0106 -0.0082 -0.0107 0.000
H -4.20603 0.53395 -1.53662 0.0239 -0.0121 0.1247 0.000
H -3.51575 -0.03444 -4.97267 -0.0093 0.0013 0.0061 0.000
H -2.85572 -1.59194 -4.45950 0.0047 0.0106 0.0114 0.000
H -1.77430 -0.22953 -4.85318 -0.0204 -0.0001 -0.0067 0.000
H -0.60340 -1.42630 -3.37551 0.0026 -0.0161 0.0652 -0.003
H 0.14074 -0.88394 -1.86243 0.0659 -0.0074 0.0519 0.031
H 0.03660 0.20417 -3.26655 -0.0191 -0.0051 -0.0137 0.001
```
Positions in Å, forces in eV/Å.

Properties
Multiplicity = 2
Orbital gap (alpha / beta) = 8.6 / 6.9 eV
Energy above the lowest of the compared OMol25 structures with the same formula, charge and spin = 0.8751 eV
Energy = -2007.645857 hartree
LUMO energy (alpha / beta) = -7.70 / -9.98 eV
Net charge = +3
<S²> = 0.78


Record 2
DFT (the ωB97M-V functional and the def2-TZVPD basis) results for a structure of composition C29H51MgN4PSe3Te.

```
90
Properties=species:S:1:pos:R:3:forces:R:3:lowdin_charge:R:1
Mg -1.91513 0.36403 2.06674 -0.2505 0.3326 -0.3304 0.091
C -3.16062 -2.28635 1.09778 0.0881 0.0419 0.0526 -0.180
C -4.28096 -1.26274 0.96615 0.0524 0.1602 -0.0164 -0.209
N -4.14086 -0.16731 1.93886 -0.1597 -0.3887 0.0674 -0.138
C -4.65044 -0.46115 3.27619 0.0569 0.0143 -0.0315 -0.135
C -3.60257 -1.16727 4.10703 0.0408 0.0450 0.0489 -0.237
C -3.88302 -2.09363 5.10090 -0.0038 0.0313 0.0091 -0.003
C -2.82520 -2.62744 5.82145 0.0000 -0.0088 0.0121 -0.039
C -1.52484 -2.23112 5.54054 -0.0080 0.0287 0.0139 -0.006
C -1.32868 -1.30197 4.53143 -0.0252 0.0236 0.0026 -0.253
C 0.02260 -0.73681 4.15579 0.0126 0.0437 -0.0237 -0.136
N 0.13528 -0.47865 2.71288 -0.0018 -0.1432 0.0589 -0.084
C 0.46373 -1.66663 1.90690 0.0107 0.0429 0.0257 -0.192
C -0.77612 -2.49890 1.61255 -0.0065 0.0571 0.0313 -0.183
N -1.83878 -1.64226 1.08405 -0.0624 -0.0753 -0.0780 -0.103
N -2.35127 -0.80245 3.84416 0.0680 -0.1434 0.0088 0.091
H -3.24454 -2.80733 2.05474 -0.0005 -0.0381 -0.0087 0.112
H -3.25648 -3.04373 0.31220 -0.0356 0.0033 -0.0066 0.128
H -4.23476 -0.80542 -0.02219 0.0026 0.0204 -0.0127 0.066
H -5.25114 -1.76489 1.06229 0.0276 -0.0464 0.0261 0.123
H -4.58259 0.66709 1.56678 0.0973 0.1200 0.0539 0.054
H -4.85367 0.49986 3.75817 -0.0155 -0.0055 0.0171 0.114
H -5.58273 -1.03784 3.26610 0.0142 -0.0183 -0.0189 0.127
H -4.90407 -2.39069 5.30001 0.0048 0.0008 -0.0011 0.117
H -3.01265 -3.35718 6.59877 0.0010 0.0029 -0.0054 0.112
H -0.68374 -2.63544 6.08767 -0.0032 -0.0026 -0.0037 0.116
H 0.11026 0.22764 4.66409 0.0172 -0.0086 0.0205 0.123
H 0.82243 -1.39027 4.52141 -0.0087 -0.0180 -0.0083 0.126
H 0.84743 0.22734 2.56193 -0.0555 0.0540 -0.0272 0.114
H 0.87399 -1.30571 0.96365 -0.0069 0.0095 0.0021 0.059
H 1.22036 -2.29003 2.39907 -0.0058 -0.0115 0.0003 0.125
H -0.51532 -3.31383 0.92722 0.0245 0.0090 0.0004 0.129
H -1.15015 -2.96162 2.52845 -0.0094 -0.0195 -0.0035 0.112
H -1.58619 -1.32839 0.14768 -0.0697 -0.0696 -0.0489 0.063
Se -1.66742 2.56658 3.38264 0.0833 0.0370 0.2013 -0.049
Se -3.78644 3.24560 2.65137 0.0346 0.0353 -0.0523 -0.208
Te -3.26933 3.68351 0.22291 -0.0637 0.0346 0.0094 0.277
Se -2.51313 1.39940 -0.43581 -0.0213 -0.1264 0.0104 -0.079
C 5.10391 -1.14769 -1.15184 0.0019 0.0040 -0.0025 -0.201
C 4.12210 -1.86329 -2.09295 -0.0057 -0.0048 -0.0003 -0.185
C 2.66199 -1.47776 -1.80823 -0.0045 -0.0186 0.0140 -0.218
C 2.54179 -0.01623 -1.37032 -0.0575 0.0293 -0.0984 -0.448
C 3.30879 0.19637 -0.04224 -0.0277 -0.0051 -0.0059 -0.214
C 4.42207 -0.83643 0.17414 0.0006 -0.0005 0.0106 -0.202
P 0.75192 0.48555 -1.17749 0.3614 -0.0243 0.0138 1.073
C -0.03747 0.13784 -2.82787 -0.0293 0.0962 0.0141 -0.461
C 0.75468 0.41275 -4.12496 -0.0009 -0.0429 0.0163 -0.195
C 0.22285 -0.42221 -5.30030 0.0069 0.0060 -0.0060 -0.202
C -1.29907 -0.51249 -5.24877 -0.0134 0.0046 0.0293 -0.193
C -1.76780 -1.25533 -3.97843 0.0127 0.0234 -0.0109 -0.187
C -0.68324 -1.25102 -2.89620 -0.0451 -0.0306 -0.0107 -0.234
C 0.84204 2.34347 -1.16970 0.0713 -0.0542 0.0308 -0.456
C 1.74451 3.03863 -2.22291 0.0090 0.0164 0.0594 -0.186
C 2.87858 3.83812 -1.58152 0.0054 -0.0055 -0.0250 -0.204
C 2.36174 4.90081 -0.60524 -0.0166 0.0085 -0.0142 -0.189
C 1.15563 4.39822 0.21128 0.0273 -0.0276 0.0158 -0.185
C 1.11263 2.87368 0.24696 -0.1117 0.0359 0.0166 -0.236
H 5.43612 -0.20615 -1.60010 -0.0020 -0.0057 0.0005 0.113
H 5.99984 -1.75326 -1.00519 -0.0025 0.0005 0.0030 0.105
H 4.23331 -2.94617 -1.99245 -0.0007 0.0033 -0.0031 0.107
H 4.36499 -1.62321 -3.13099 0.0015 0.0020 0.0023 0.107
H 2.24584 -2.11965 -1.02248 0.0033 -0.0013 -0.0048 0.108
H 2.06279 -1.66514 -2.69885 0.0017 -0.0046 0.0067 0.083
H 3.01548 0.59993 -2.14247 0.0056 -0.0216 0.0000 0.100
H 2.61434 0.17074 0.80497 0.0000 -0.0039 0.0079 0.076
H 3.74814 1.19510 -0.03891 0.0010 0.0162 0.0014 0.094
H 4.00923 -1.76097 0.59258 0.0006 0.0050 -0.0061 0.107
H 5.13765 -0.45820 0.90698 0.0003 -0.0025 -0.0017 0.109
H -0.87957 0.83933 -2.78888 0.0099 0.0212 -0.0048 0.061
H 1.82180 0.21142 -3.99461 -0.0098 -0.0012 0.0026 0.093
H 0.66758 1.47206 -4.37408 0.0129 -0.0001 -0.0011 0.107
H 0.64693 -1.43087 -5.27090 0.0065 0.0021 0.0038 0.109
H 0.55340 0.01975 -6.24261 -0.0057 -0.0031 0.0000 0.108
H -1.68823 -1.00451 -6.14170 0.0008 0.0074 -0.0010 0.103
H -1.70606 0.50293 -5.25372 0.0017 -0.0060 0.0007 0.113
H -2.05014 -2.28428 -4.21563 0.0224 -0.0006 -0.0184 0.105
H -2.65840 -0.76360 -3.57939 -0.0154 -0.0281 0.0020 0.104
H 0.06838 -2.01322 -3.11569 -0.0047 -0.0145 0.0213 0.096
H -1.12170 -1.53002 -1.93301 -0.0084 0.0521 0.0107 0.080
H -0.19844 2.61167 -1.36536 -0.0254 -0.0210 -0.0700 0.036
H 1.13286 3.71451 -2.82946 -0.0005 0.0049 0.0243 0.119
H 2.17360 2.32067 -2.92076 -0.0070 -0.0061 -0.0290 0.073
H 3.48392 4.30858 -2.36020 0.0087 -0.0086 0.0048 0.108
H 3.54730 3.14760 -1.05886 -0.0120 0.0000 0.0208 0.092
H 2.08246 5.79882 -1.16238 -0.0063 -0.0021 0.0087 0.105
H 3.17342 5.19687 0.06404 0.0037 -0.0020 -0.0043 0.103
H 0.21980 4.74675 -0.23351 -0.0151 0.0034 -0.0040 0.098
H 1.17681 4.80256 1.22461 0.0047 0.0059 -0.0058 0.110
H 0.31095 2.54044 0.91300 -0.0067 0.0017 -0.0304 0.053
H 2.05469 2.49246 0.65002 0.0298 -0.0275 0.0209 0.093
```
Positions in Å, forces in eV/Å.

Properties
Orbital gap = 6.2 eV
Energy above the lowest of the compared OMol25 structures with the same formula, charge and spin = 0.0000 eV
Energy = -9368.616361 hartree
LUMO energy = 0.06 eV